Record 1
C23H22N6O3 in the gas phase. Source: the OMol25 dataset; level of theory: the ωB97M-V functional and the def2-TZVPD basis.

Output
energy relative to the best compared isomer or geometry (same formula, charge and spin)	49.5	kcal per mole
structure (SMILES)	COc1cc(/C=N/NC(=O)c2cc(-c3c(C)nn(-c4ccccc4)c3C)n[nH]2)ccc1O
Kohn-Sham gap	0.3022	Eh
total energy	-39290.349	eV

Geometry (Å):
C -6.688 -3.500 0.384
O -7.718 -2.554 0.238
C -7.361 -1.233 0.090
C -6.074 -0.745 0.068
C -5.840 0.627 -0.088
C -4.492 1.152 -0.112
N -3.495 0.361 0.003
N -2.210 0.789 -0.011
C -1.682 2.044 -0.124
O -2.326 3.073 -0.243
C -0.214 2.062 -0.089
C 0.778 1.101 0.021
C 1.991 1.821 -0.015
C 3.339 1.317 0.080
C 4.491 2.061 0.452
C 4.563 3.497 0.813
N 5.552 1.287 0.443
N 5.140 0.059 0.087
C 6.087 -0.969 -0.004
C 7.365 -0.652 -0.458
C 8.328 -1.636 -0.550
C 8.029 -2.942 -0.194
C 6.765 -3.252 0.279
C 5.795 -2.272 0.384
C 3.802 0.030 -0.154
C 3.087 -1.151 -0.704
N 1.742 3.126 -0.136
N 0.432 3.250 -0.182
C -6.922 1.493 -0.223
C -8.216 1.008 -0.202
C -8.451 -0.349 -0.047
O -9.719 -0.821 -0.028
H -6.090 -3.302 1.278
H -7.185 -4.464 0.487
H -6.036 -3.518 -0.494
H -5.217 -1.390 0.170
H -4.395 2.228 -0.231
H -1.563 0.018 0.090
H 0.663 0.044 0.139
H 4.281 4.106 -0.043
H 3.862 3.716 1.616
H 5.573 3.743 1.125
H 7.579 0.372 -0.722
H 9.317 -1.386 -0.905
H 8.781 -3.712 -0.272
H 6.534 -4.264 0.579
H 4.827 -2.516 0.792
H 2.622 -1.743 0.086
H 3.773 -1.790 -1.256
H 2.304 -0.813 -1.380
H -0.015 4.150 -0.274
H -6.748 2.552 -0.343
H -9.063 1.667 -0.305
H -9.679 -1.781 0.089

Record 2
C23H22N6O3S in the gas phase in a non-equilibrium geometry. Source: the OMol25 dataset; level of theory: the ωB97M-V functional and the def2-TZVPD basis.

Output
energy relative to the best compared isomer or geometry (same formula, charge and spin)	2.7	kcal per mole
structure (SMILES)	COc1ccc(C(=O)NCCc2nnc3ccc(SCC(=O)Nc4ccccc4)nn23)cc1
Kohn-Sham gap	0.2989	Eh
total energy	-50126.555	eV

Geometry (Å):
C -1.148 -1.003 -5.480
O 0.117 -0.966 -4.858
C 0.246 -0.282 -3.699
C 1.465 -0.434 -3.031
C 1.671 0.168 -1.812
C 0.682 0.970 -1.245
C 0.868 1.504 0.132
O 1.149 0.784 1.079
N 0.684 2.837 0.248
C 0.803 3.541 1.500
C -0.571 3.970 2.073
C -0.764 3.409 3.430
N -0.546 4.009 4.576
N -0.753 3.158 5.575
C -1.101 2.002 5.054
C -1.423 0.744 5.605
C -1.734 -0.256 4.739
C -1.745 0.006 3.334
S -2.194 -1.318 2.288
C -2.073 -0.554 0.637
C -1.336 -1.483 -0.323
O -1.888 -1.932 -1.305
N -0.066 -1.727 0.067
C 0.889 -2.542 -0.550
C 0.603 -3.357 -1.640
C 1.604 -4.132 -2.196
C 2.887 -4.109 -1.678
C 3.170 -3.304 -0.586
C 2.178 -2.526 -0.023
N -1.459 1.163 2.809
N -1.125 2.121 3.668
C -0.505 1.169 -1.937
C -0.732 0.543 -3.148
H -1.045 -1.695 -6.314
H -1.438 -0.019 -5.863
H -1.914 -1.371 -4.792
H 2.219 -1.063 -3.476
H 2.598 0.017 -1.282
H 0.443 3.365 -0.576
H 1.444 4.414 1.365
H 1.298 2.851 2.189
H -1.364 3.591 1.423
H -0.644 5.054 2.133
H -1.407 0.616 6.674
H -1.984 -1.250 5.072
H -1.540 0.384 0.786
H -3.082 -0.376 0.267
H 0.314 -1.142 0.808
H -0.393 -3.375 -2.048
H 1.377 -4.759 -3.045
H 3.664 -4.715 -2.120
H 4.168 -3.282 -0.172
H 2.395 -1.890 0.824
H -1.284 1.787 -1.511
H -1.679 0.688 -3.642

Record 3
C23H22O9 in the gas phase. Source: the OMol25 dataset; level of theory: the ωB97M-V functional and the def2-TZVPD basis.

Output
energy relative to the best compared isomer or geometry (same formula, charge and spin)	0.0	kcal per mole
structure (SMILES)	CCOC(=O)c1oc2cc(OCC(=O)OC)ccc2c(=O)c1-c1ccc(OC)c(OC)c1
Kohn-Sham gap	0.2781	Eh
total energy	-42634.303	eV

Geometry (Å):
C 3.287 4.163 0.935
C 2.152 4.300 -0.070
O 1.277 3.171 -0.038
C 1.695 2.067 -0.655
O 2.754 1.956 -1.216
C 0.640 1.004 -0.603
O -0.602 1.538 -0.613
C -1.667 0.706 -0.638
C -2.931 1.283 -0.625
C -4.064 0.483 -0.654
O -5.249 1.148 -0.662
C -6.441 0.419 -0.556
C -6.556 -0.320 0.777
O -5.832 -0.159 1.717
O -7.587 -1.167 0.746
C -7.829 -1.902 1.944
C -3.927 -0.910 -0.704
C -2.674 -1.473 -0.718
C -1.520 -0.686 -0.686
C -0.190 -1.303 -0.697
O -0.018 -2.507 -0.762
C 0.916 -0.325 -0.611
C 2.282 -0.842 -0.486
C 2.759 -1.820 -1.347
C 4.044 -2.293 -1.190
C 4.883 -1.839 -0.176
O 6.112 -2.422 -0.170
C 7.146 -1.959 0.669
C 4.388 -0.875 0.725
O 5.202 -0.463 1.754
C 4.721 0.503 2.652
C 3.101 -0.393 0.547
H 3.874 5.077 0.947
H 3.933 3.336 0.650
H 2.889 3.983 1.931
H 2.558 4.404 -1.082
H 1.514 5.153 0.168
H -3.032 2.355 -0.586
H -6.575 -0.290 -1.383
H -7.243 1.161 -0.604
H -8.064 -1.221 2.763
H -8.672 -2.554 1.732
H -6.946 -2.486 2.212
H -4.793 -1.553 -0.726
H -2.545 -2.544 -0.754
H 2.138 -2.193 -2.143
H 4.442 -3.040 -1.859
H 8.026 -2.533 0.376
H 7.341 -0.895 0.520
H 6.928 -2.142 1.723
H 5.536 0.677 3.354
H 3.843 0.147 3.200
H 4.478 1.442 2.144
H 2.700 0.336 1.233

Record 4
2 unconnected molecules or ions with the total composition C23H23 in a non-equilibrium geometry. Source: the OMol25 dataset; level of theory: the ωB97M-V functional and the def2-TZVPD basis.

Output
total charge	+1
energy relative to the best compared isomer or geometry (same formula, charge and spin)	41.4	kcal per mole
Kohn-Sham gap	0.2034	Eh
total energy	-24215.380	eV

Geometry (Å):
C 2.770 -0.556 -2.096
C 2.825 -0.578 -0.613
C 3.455 0.553 0.120
C 2.244 -1.616 0.097
C 2.067 -1.705 1.534
C 1.321 -2.857 1.829
C 1.015 -3.524 0.597
C 1.646 -2.829 -0.449
H 3.315 0.319 -2.465
H 3.219 -1.450 -2.551
H 1.736 -0.486 -2.468
H 3.897 1.256 -0.592
H 2.731 1.106 0.734
H 4.251 0.206 0.792
H 2.450 -0.961 2.232
H 1.007 -3.190 2.817
H 0.425 -4.432 0.505
H 1.512 -2.988 -1.518
C 3.959 -5.572 1.074
C 4.054 -6.757 1.875
C 4.460 -6.672 3.238
C 4.579 -7.810 4.026
C 4.297 -9.078 3.488
C 3.889 -9.187 2.150
C 3.772 -8.052 1.350
C 3.463 -5.541 -0.223
C 3.598 -4.437 -1.074
C 3.363 -4.562 -2.498
C 4.143 -3.864 -3.457
C 3.892 -4.025 -4.819
C 2.849 -4.857 -5.256
C 2.067 -5.546 -4.318
C 2.328 -5.414 -2.955
H 4.304 -4.633 1.517
H 4.675 -5.682 3.645
H 4.901 -7.719 5.065
H 4.404 -9.972 4.105
H 3.669 -10.169 1.725
H 3.475 -8.149 0.305
H 2.951 -6.432 -0.603
H 4.232 -3.610 -0.738
H 4.963 -3.229 -3.107
H 4.507 -3.494 -5.549
H 2.640 -4.963 -6.322
H 1.246 -6.187 -4.643
H 1.719 -5.944 -2.220

Record 5
A molecular structure, C23H23BCaF10N3O2 in a non-equilibrium geometry. Source: the OMol25 dataset; level of theory: the ωB97M-V functional and the def2-TZVPD basis.

Output
total charge	-1
energy relative to the best compared isomer or geometry (same formula, charge and spin)	0.0	kcal per mole
Kohn-Sham gap	0.2562	Eh
total energy	-79082.092	eV

Geometry (Å):
Ca 0.285 0.387 0.534
C -1.714 -2.113 -0.178
N -0.753 -1.303 -0.922
C 0.388 -2.118 -1.344
C 1.592 -1.301 -1.809
N 2.039 -0.420 -0.753
C 3.081 0.384 -0.950
C 3.913 0.531 -2.099
F 3.720 -0.245 -3.194
C 4.948 1.440 -2.178
F 5.668 1.521 -3.306
C 5.268 2.269 -1.120
F 6.273 3.159 -1.211
C 4.523 2.142 0.041
F 4.823 2.901 1.102
C 3.497 1.235 0.113
F 2.837 1.127 1.300
C -1.395 -0.591 -2.028
C -2.110 0.680 -1.568
N -1.147 1.554 -0.924
C -1.065 2.855 -1.168
C -0.044 3.594 -0.500
F 0.775 2.900 0.346
C 0.191 4.938 -0.637
F 1.189 5.512 0.043
C -0.601 5.706 -1.474
F -0.390 7.027 -1.621
C -1.617 5.060 -2.151
F -2.407 5.772 -2.967
C -1.848 3.708 -2.005
F -2.900 3.219 -2.712
H -2.063 -2.974 -0.769
H -1.252 -2.476 0.741
H -2.575 -1.505 0.096
H 0.701 -2.703 -0.475
H 0.110 -2.813 -2.154
H 2.364 -2.023 -2.105
H 1.330 -0.742 -2.716
H -0.624 -0.271 -2.728
H -2.095 -1.248 -2.570
H -2.594 1.102 -2.447
H -2.906 0.422 -0.855
C -0.437 -1.713 5.916
C 0.207 -0.763 4.916
C 1.725 -0.766 5.129
O -0.033 -1.214 3.577
B -0.187 -0.110 2.711
O -0.305 1.031 3.522
C -0.394 0.669 4.908
C 0.360 1.683 5.754
C -1.878 0.694 5.288
H 0.068 -2.679 5.877
H -1.491 -1.870 5.693
H -0.341 -1.314 6.929
H 2.100 -1.763 4.899
H 1.993 -0.521 6.159
H 2.204 -0.059 4.451
H 1.382 1.806 5.399
H 0.378 1.373 6.802
H -0.140 2.650 5.687
H -2.424 -0.067 4.728
H -2.282 1.669 5.016
H -2.024 0.536 6.358

Repeat the first record exactly.
C23H22N6O3 in the gas phase. Source: the OMol25 dataset; level of theory: the ωB97M-V functional and the def2-TZVPD basis.

Output
energy relative to the best compared isomer or geometry (same formula, charge and spin)	49.5	kcal per mole
structure (SMILES)	COc1cc(/C=N/NC(=O)c2cc(-c3c(C)nn(-c4ccccc4)c3C)n[nH]2)ccc1O
Kohn-Sham gap	0.3022	Eh
total energy	-39290.349	eV

Geometry (Å):
C -6.688 -3.500 0.384
O -7.718 -2.554 0.238
C -7.361 -1.233 0.090
C -6.074 -0.745 0.068
C -5.840 0.627 -0.088
C -4.492 1.152 -0.112
N -3.495 0.361 0.003
N -2.210 0.789 -0.011
C -1.682 2.044 -0.124
O -2.326 3.073 -0.243
C -0.214 2.062 -0.089
C 0.778 1.101 0.021
C 1.991 1.821 -0.015
C 3.339 1.317 0.080
C 4.491 2.061 0.452
C 4.563 3.497 0.813
N 5.552 1.287 0.443
N 5.140 0.059 0.087
C 6.087 -0.969 -0.004
C 7.365 -0.652 -0.458
C 8.328 -1.636 -0.550
C 8.029 -2.942 -0.194
C 6.765 -3.252 0.279
C 5.795 -2.272 0.384
C 3.802 0.030 -0.154
C 3.087 -1.151 -0.704
N 1.742 3.126 -0.136
N 0.432 3.250 -0.182
C -6.922 1.493 -0.223
C -8.216 1.008 -0.202
C -8.451 -0.349 -0.047
O -9.719 -0.821 -0.028
H -6.090 -3.302 1.278
H -7.185 -4.464 0.487
H -6.036 -3.518 -0.494
H -5.217 -1.390 0.170
H -4.395 2.228 -0.231
H -1.563 0.018 0.090
H 0.663 0.044 0.139
H 4.281 4.106 -0.043
H 3.862 3.716 1.616
H 5.573 3.743 1.125
H 7.579 0.372 -0.722
H 9.317 -1.386 -0.905
H 8.781 -3.712 -0.272
H 6.534 -4.264 0.579
H 4.827 -2.516 0.792
H 2.622 -1.743 0.086
H 3.773 -1.790 -1.256
H 2.304 -0.813 -1.380
H -0.015 4.150 -0.274
H -6.748 2.552 -0.343
H -9.063 1.667 -0.305
H -9.679 -1.781 0.089

- Among the records above, which one has the highest Kohn-Sham gap?
  C23H22N6O3

- Which value of Kohn-Sham gap does entry 4 give?
  0.2034 Eh